The following is a quantum chemistry calculation of a 11-piece molecular cluster, C52H135N9O18 overall at a distorted geometry, from the OMol25 dataset.

Its lowest unoccupied orbital energy is 0.41 eV. As for the multiplicity: 1. As for the SMILES: COC[C@H](C)N.COC[C@H](C)N.COCCNCCOC.COCCNCCOC.COCCNCCOC.COCCNCCOC.COCCNCCOC.COCCNCCOC.COCCNCCOC.CO.CO. The electronic energy comes out at -106361.08123 eV.

```
214
Properties=species:S:1:pos:R:3:forces:R:3
C 9.52622 0.80608 -2.90195 0.22 0.41 -1.89
C 2.27228 -1.80765 6.80348 1.00 0.97 -0.51
H 1.96314 0.90389 -1.29184 0.06 0.17 1.11
H 2.60859 0.35389 -9.13752 -0.05 -0.15 -0.14
H 2.17557 3.37776 5.38161 -0.01 -0.26 0.03
H 0.90021 1.10419 0.91285 1.04 0.33 -0.46
H -2.27658 -1.38807 -1.11743 0.65 0.59 -0.71
H -5.04654 -2.24413 -1.92026 -0.20 -0.51 0.13
C 8.32001 0.98086 -2.08309 -0.93 0.57 0.23
H 2.21630 4.21959 -4.62815 -0.09 0.18 -0.56
C 1.43862 1.10106 -6.18258 -1.17 -0.21 0.41
H 1.82270 -2.88271 -0.08056 -0.63 0.72 -1.07
H -5.60660 -3.42325 6.94802 -0.37 0.07 0.10
C 1.08651 1.41032 -1.69574 0.15 -0.83 -0.78
C 2.44185 3.27096 -5.11531 0.72 -1.49 0.68
H -0.19809 3.72404 -5.25527 -0.78 0.10 0.35
C -5.68554 -4.01826 6.03817 1.47 0.27 -0.61
C -0.25267 -3.88062 -4.63714 -0.18 -0.52 1.23
C -9.53588 -2.12637 2.43086 0.02 0.60 -2.14
H -10.17303 -1.22730 -0.12786 -0.16 -0.45 -0.35
H -1.11624 -4.54548 -4.61963 -0.17 -0.36 -0.76
C 4.05724 4.90615 6.06113 -1.77 0.63 -2.20
O 0.34204 2.26530 -0.84835 1.35 -0.63 0.80
O 1.15454 -2.16010 6.04798 -1.96 -0.63 -1.51
H 2.10505 -1.09853 7.61421 -0.43 0.18 0.02
C 1.01368 -3.50170 0.30729 -0.19 -0.34 0.86
H -2.14211 7.05607 -0.10418 0.30 -0.06 -0.43
H 0.92339 -3.35596 -9.54590 0.21 -0.37 -0.07
N 7.11791 0.55578 -2.81915 1.69 -1.04 0.89
O 2.94234 5.28805 1.61309 1.02 -0.11 -0.75
H -5.15339 -7.10901 0.07667 0.07 -0.08 -0.11
H 3.93782 6.41776 4.51142 -0.48 0.22 -0.06
H 1.58257 4.56654 0.27153 0.25 -0.16 -0.28
H 3.30480 -0.68683 1.78887 -0.71 0.00 0.08
H 5.19028 2.77470 1.36889 0.02 -0.52 0.29
H 3.90639 4.20609 8.54930 -0.47 -0.62 -0.36
H -2.33853 -4.89820 0.80367 -0.53 0.78 0.14
O 9.78841 -0.54759 -3.21039 1.05 -0.76 0.82
H 6.69186 -4.42800 3.14654 -0.55 -0.26 0.43
C -9.10535 -1.17119 0.08432 -1.49 -0.76 0.16
O -3.58136 -2.15083 -3.25281 -0.08 -0.48 -0.03
N 2.10343 -1.74545 3.33925 0.09 0.80 -1.14
H -4.85281 1.38186 0.25968 0.01 -0.10 -0.20
H -0.68021 -2.88984 -4.48330 0.48 0.16 0.25
H 6.38109 3.42221 0.27376 0.39 -0.13 0.09
C -1.69585 4.94356 -0.95110 -0.18 1.86 2.89
C 3.40476 -1.38801 2.61739 -0.86 -1.32 1.20
H 2.78924 -2.66325 7.23801 -0.77 -0.53 -0.03
C 0.23236 3.74105 4.51201 -0.41 -1.01 -0.52
C 1.93278 0.15146 -8.30662 0.91 -0.32 -0.19
H -5.22683 -3.51031 -3.18071 -0.08 0.18 -0.27
C -4.95989 -2.47224 -2.98259 1.01 1.39 0.64
H 0.42911 0.79817 -6.46055 -0.27 -0.07 -0.32
H -5.07076 -4.90715 6.17963 -0.07 -0.27 0.16
H 0.26158 3.13514 -3.85720 0.49 -0.43 0.18
C -8.60536 0.07737 -0.76627 -1.02 -0.55 1.31
O 0.55974 -3.88172 -5.74930 0.19 -0.55 -1.93
C -0.10794 6.74375 1.25588 -0.08 0.01 -1.37
O -0.08351 -3.95899 -0.46241 -0.09 -0.59 -0.19
H -3.50074 -7.70610 -0.17092 0.31 -0.12 0.54
C -1.53435 2.09338 4.21213 -0.44 1.50 -0.31
O -9.03017 -1.10620 1.54227 1.34 1.44 -0.61
C 0.45918 -1.22575 5.11201 2.17 1.50 0.87
C -0.96357 0.46428 0.23474 -0.35 1.50 -1.45
O -5.15048 -3.27956 4.92249 -0.57 0.66 0.46
C -1.43047 -1.77598 -0.55023 0.64 -2.16 0.31
C -2.82458 -3.70351 4.73465 1.48 0.57 0.30
N 0.06946 2.85823 -4.80931 -1.02 -0.37 -0.57
H -9.41638 0.80118 -0.84660 -0.22 -0.19 -0.21
H 9.29311 1.24839 -3.87052 0.02 0.49 -0.26
C -4.10065 -6.82676 0.06357 -0.58 0.68 0.52
N -2.68843 5.05468 -1.93648 -0.51 -0.50 -1.45
O -3.88063 -6.20135 1.33622 0.51 -0.49 -0.30
C 1.22122 2.53095 -5.62663 1.31 1.36 -1.73
H 3.38763 -3.53365 2.06420 -0.46 0.15 -0.23
C -2.55516 -5.71409 1.49322 0.72 0.64 0.20
H 3.06617 -1.40067 6.17722 0.09 0.47 -0.25
H 1.62150 -4.36050 0.59211 -0.59 -0.48 0.28
H 0.91338 0.27981 -8.67055 -0.25 -0.36 0.22
H 2.19691 3.28956 3.60867 -0.19 -0.03 0.02
H 2.18775 -4.32432 -7.64815 0.33 -0.21 0.01
H 1.80777 5.69101 5.22490 -0.70 0.17 -0.01
H -1.58158 -3.55285 -1.84536 -0.11 -0.49 0.52
H 0.19923 6.79748 0.21144 0.97 -0.40 -0.16
C 1.21791 -4.75991 -7.88853 0.27 0.57 -0.08
H 8.47331 0.62940 -1.06276 -0.32 -0.61 0.11
O -0.17070 2.37039 4.49064 0.43 -1.56 -0.19
H -6.70097 -4.33474 5.79973 0.09 0.33 0.01
H 1.78286 -6.72584 -8.49285 0.28 0.17 0.51
H 1.55088 1.90495 -2.54885 -0.72 0.58 -0.07
H -3.64996 -2.10573 5.95375 -0.29 -0.56 0.70
H 4.42416 0.83895 -0.63573 -0.51 -0.02 -0.73
H 1.36598 3.95805 1.85822 -0.20 0.25 0.19
H -0.25329 4.15255 5.39684 0.56 0.58 0.33
O -5.49882 0.70561 2.00622 0.58 0.98 -0.69
H -1.82803 -6.41355 1.08076 0.14 -0.79 0.60
C -2.30538 4.19766 -3.03573 0.13 0.53 -1.05
H -0.38357 7.79333 1.35846 -0.72 0.10 0.92
N -3.06883 -4.22271 3.45427 -0.50 -0.90 -1.50
H -1.72998 4.79299 -3.74467 0.08 0.20 -0.29
C 0.58302 -5.07921 -6.52159 -0.32 -0.09 -0.72
H -4.43837 -0.34028 0.56430 0.58 -0.01 0.08
H -2.19202 2.45120 5.00430 -0.01 0.24 0.26
H 4.96572 5.47348 6.26336 -0.01 -0.21 0.67
C -3.84312 -2.67272 5.04308 -1.27 0.31 -0.07
C 3.38045 5.12422 8.28750 -0.11 0.22 -0.01
H -5.55381 -1.68791 -3.45183 -0.56 -0.55 -0.39
H -2.54682 1.62246 -2.94888 0.04 -0.50 0.28
C 1.78604 3.82275 4.46599 -1.51 0.28 0.68
C 5.47145 0.60940 -0.83219 -0.12 1.46 0.64
H 10.37549 1.37923 -2.53002 0.31 -0.41 0.47
H 4.15468 5.85437 8.52319 -0.20 0.65 -0.24
H 5.53691 -0.45152 -0.59081 0.68 -0.10 -0.20
H -0.05619 -2.81459 -2.07110 -0.13 1.03 -0.09
H 0.54465 -2.68978 -8.01284 0.21 -0.16 0.32
N -7.53662 0.73490 -0.08888 1.20 -0.34 -0.83
H -5.89585 -0.30649 -1.16619 -0.75 0.33 -0.45
H 4.42460 -2.47085 1.06243 0.00 -0.17 -0.29
C 5.91915 1.00603 -2.21565 -2.24 -0.70 -1.93
H 0.71985 6.50519 1.92368 -0.32 -0.27 -0.08
C 5.92256 -4.17863 2.41573 -0.26 0.25 -0.23
H -8.29922 -0.25502 -1.75818 -0.21 -0.12 -0.01
H 1.69018 0.35719 -5.42662 0.75 -0.06 0.17
O 5.18585 -3.07665 2.87581 0.00 1.23 0.51
H -0.28295 2.34619 1.09063 -0.21 0.15 -0.21
H -1.85268 -3.21771 4.64794 0.37 0.14 0.64
C 1.40160 -0.61870 4.02780 0.96 -1.66 0.05
H 4.86632 2.93769 -0.33159 -0.27 -0.19 -0.20
H 4.22972 4.84870 3.88401 -0.30 -0.30 -0.13
O -4.23460 2.78493 -2.84794 -0.30 1.50 -0.72
H 7.09416 -0.44862 -2.92271 0.25 -0.20 -0.04
H 0.80202 -0.02118 3.34109 0.09 0.11 0.00
C 3.61934 5.38037 4.61398 0.11 0.05 1.05
H -0.21299 4.24639 3.65504 0.13 0.24 -0.30
H -4.06239 -4.22773 3.27284 0.08 -0.83 -0.26
C 0.08054 1.59564 0.38872 -1.18 -0.59 0.17
H 0.62619 -6.10243 -9.38750 -0.32 0.37 0.03
H 3.20414 3.31945 -5.89291 0.10 0.28 0.20
N 2.14314 5.24150 4.38492 2.03 -0.11 -0.02
H -5.40536 -1.16877 2.90597 -0.05 -0.25 -0.04
H 1.04608 3.04045 -6.57418 -0.41 0.04 -0.31
H -2.27347 -6.26829 3.51998 0.03 0.06 0.67
C -2.04790 6.00235 0.15829 0.42 -1.73 1.06
O 6.16287 1.38381 0.11028 1.15 -0.58 1.47
H 5.85751 2.03885 -2.55855 -0.34 0.59 1.25
H -5.95430 0.22583 3.86987 -0.08 -0.21 0.07
C 4.06527 -2.67992 2.07004 0.84 0.10 0.47
H 4.08098 -0.91546 3.32980 0.36 0.04 0.04
H -4.05737 4.60897 -4.05516 -1.04 -0.32 0.60
H 2.22681 -0.04001 4.44282 -0.45 0.79 0.48
C -3.63196 1.52303 -2.92256 -0.69 -0.47 -0.48
H -3.46656 -2.00813 -4.19518 -0.04 -0.05 -0.08
H 2.78181 5.50646 2.53403 -0.65 -0.27 0.20
O 2.28463 1.06811 -7.33558 -0.15 2.07 1.88
C 0.48978 -3.61843 -8.58091 -0.34 0.98 -0.22
H 0.45734 0.57574 -2.00511 -0.05 0.09 -0.44
C -3.54664 3.69905 -3.74003 1.12 -0.54 0.25
H 0.09241 -0.38519 5.70111 -0.01 0.16 0.18
H 11.86717 -0.53453 -2.79479 -0.17 0.18 0.34
H 4.22869 3.83663 5.93929 0.19 -0.14 0.87
H -0.42640 -1.60425 4.60154 0.40 -1.16 0.45
O -1.17534 5.79591 1.27575 0.87 1.18 0.60
N 1.44301 -5.84517 -8.85204 -0.27 -0.19 0.17
H 11.39101 -0.08652 -4.43134 0.04 0.34 -0.10
H -3.94627 -6.12830 -0.75888 0.05 0.30 -0.05
C -5.21435 0.42240 0.62959 0.08 -0.09 1.13
C 2.14296 4.23287 1.14487 -1.41 0.11 0.40
C -6.00304 -0.25733 2.89402 -0.16 0.24 -0.56
H 11.35833 -1.73597 -3.95382 -0.59 -0.20 0.24
O 2.92865 5.20546 6.92260 2.28 -0.48 0.78
C 11.14563 -0.73159 -3.58767 -0.01 0.03 -0.57
H -0.58210 -3.72182 -8.74965 -0.15 -0.67 0.04
H 0.36600 -4.25799 -3.82293 -0.18 0.50 0.70
C -2.21630 -5.32065 2.98443 -1.41 0.50 -1.89
H -7.04117 -0.44359 2.61892 -0.10 -0.52 0.34
H 0.59743 -3.02948 1.19715 0.47 0.05 0.27
H -1.60553 0.49530 1.11509 -0.38 -0.27 0.19
H -9.03912 -1.98919 3.39133 -0.21 0.04 -0.12
H -0.41472 -5.47812 -6.70456 -0.54 0.25 0.08
H -3.55574 4.66326 -1.59786 -0.21 0.11 0.40
H 0.06297 -1.08859 0.71360 0.15 -1.01 -0.16
H -9.31504 -3.10513 2.00498 0.07 -0.23 0.22
H -10.61671 -1.98636 2.44846 -0.10 -0.24 0.54
H -8.61474 -2.07736 -0.27100 0.04 -0.18 0.11
C -6.34794 -0.12830 -0.19051 0.01 0.52 1.76
H -4.04704 0.88071 -2.14588 0.51 0.30 0.53
H 2.81188 2.63743 -4.30920 0.61 0.05 0.23
C -0.78295 -3.05523 -1.29521 -0.01 1.70 0.52
H 2.52152 5.27035 8.94248 0.08 -0.04 -0.12
H -1.73180 4.00346 -0.40062 0.24 -0.41 -0.09
H 1.09755 -5.91275 -6.04352 0.50 0.11 0.37
H -1.51337 0.73756 -0.66590 -0.76 0.46 0.28
C 5.63301 2.63692 0.38243 -0.34 1.26 -0.48
H 6.53219 -3.97715 1.53490 -0.33 0.29 -0.58
H 2.20579 -0.81460 -7.88199 -0.68 -0.64 -0.53
N -0.43428 -0.82184 -0.12407 0.95 0.82 0.22
H 5.13214 0.56643 -2.82840 -0.32 -0.16 -0.44
H 8.15500 2.05024 -1.95156 0.27 0.30 0.02
H -3.99149 1.01642 -3.81821 0.33 -0.04 -0.57
H -6.57728 -1.09183 0.26458 0.00 -0.55 -0.22
H -1.86681 1.07162 4.02892 1.17 -0.47 0.26
H -1.82410 2.61262 3.29860 -0.13 0.29 -0.17
H 2.61786 3.27104 0.95133 0.78 0.21 -0.25
H -1.97148 -2.09602 0.34026 -0.11 -0.86 0.30
H -7.87440 0.63085 0.85726 0.66 0.68 0.71
H -3.26194 3.21926 -4.67643 -0.06 -0.45 -0.03
H -3.84590 -1.86454 4.31169 0.02 -0.27 -0.48
H -0.68493 5.05418 -1.34342 -0.03 0.25 -0.09
H -2.75687 -4.42730 5.54683 -0.05 -0.39 0.24
H 2.33614 -2.35041 4.11383 0.32 -0.47 -0.13
H -1.59760 3.42578 -2.73350 -0.30 -0.50 0.20
H -2.97337 5.70062 0.64877 -0.63 0.05 -0.76
H 5.19072 -4.95835 2.20466 0.45 -0.66 0.01
H -1.21892 -4.88144 3.00513 0.34 -0.55 -0.05
```
Forces are in eV/Å.